Molecular formula: C12H10Cl2N4O2
Method: DFT, wB97M-V/def2-TZVPD

- Total energy: -1753.15502 hartree
- SMILES: O=C(Cc1cc(=O)[nH][nH]1)N/N=C/c1cccc(Cl)c1Cl
- Charge: 0
- Strongest force on any atom: 1.2 eV/Å
- Gap between HOMO and LUMO: 0.2829 hartree

Atoms and positions in Å:
1 O -3.151 2.431 -0.258
2 C -2.385 1.502 -0.408
3 C -2.790 0.124 -0.892
4 C -4.129 -0.259 -0.359
5 C -4.522 -1.377 0.299
6 C -5.925 -1.229 0.639
7 O -6.711 -1.972 1.188
8 N -6.240 0.048 0.195
9 N -5.193 0.587 -0.535
10 N -1.056 1.664 -0.151
11 N -0.155 0.685 -0.294
12 C 1.071 0.921 -0.039
13 C 2.071 -0.115 -0.179
14 C 1.707 -1.399 -0.598
15 C 2.648 -2.396 -0.734
16 C 3.981 -2.140 -0.456
17 C 4.365 -0.874 -0.041
18 Cl 6.025 -0.560 0.302
19 C 3.421 0.140 0.100
20 Cl 3.944 1.697 0.618
21 H -2.829 0.172 -1.985
22 H -2.039 -0.608 -0.603
23 H -3.936 -2.244 0.523
24 H -7.177 0.387 0.051
25 H -5.023 1.590 -0.481
26 H -0.760 2.591 0.170
27 H 1.408 1.906 0.292
28 H 0.666 -1.581 -0.810
29 H 2.351 -3.382 -1.056
30 H 4.728 -2.911 -0.557